Entry 1:
Density functional theory data (ωB97M-V/def2-TZVPD) for a molecular structure, C3H7N2 at a distorted geometry.

The gap between HOMO and LUMO is 11.40 eV. As for the energy above the lowest of the compared OMol25 structures with the same formula, charge and spin: 60.1 kcal/mol. The value obtained for the total energy is -227.658648 Eh. Its LUMO energy is -3.751 eV. As for the charge: +1.

Last column: Löwdin charge in e.
Geometry (Å):
C -1.35492 -0.12001 0.45901  -0.055
C 0.64311 1.00201 -0.04039  -0.067
C -0.39045 -0.68612 -0.48528  -0.226
N -0.70891 0.72990 -0.52810  0.011
N 1.01196 -0.46120 -0.04635  0.151
H -2.40148 -0.29101 0.25038  0.133
H -1.10969 -0.02351 1.50978  0.130
H 1.22176 1.57590 -0.76541  0.147
H 0.69652 1.47607 0.94378  0.147
H -0.60911 -1.60226 -1.37223  0.246
H 1.70373 -0.69802 -0.76395  0.190
H 1.29748 -0.90173 0.83876  0.194


Entry 2:
Density functional theory data (ωB97M-V/def2-TZVPD) for 2 unconnected molecules or ions with the total composition C4H12N2O2 at a distorted geometry.

Its SMILES is CCNCC(N)=O.O. The gap between HOMO and LUMO is 9.64 eV. As for the energy above the lowest of the compared OMol25 structures with the same formula, charge and spin: 55.8 kcal/mol. The value obtained for the total energy is -419.559526 Eh. Its LUMO energy is 0.610 eV. As for the charge: 0.

Last column: Löwdin charge in e.
Geometry (Å):
C -0.73269 -0.55656 2.22297  -0.106
C -0.51946 0.69008 1.41163  -0.235
N -0.18645 0.36917 -0.03783  -0.114
C 1.08542 -0.26711 -0.31823  -0.150
C 0.65432 -1.60803 -0.98440  -0.498
N -0.23243 -1.36125 -2.05013  0.127
O 0.77229 -2.72638 -0.55197  0.067
H 0.17416 -0.86734 2.69158  0.062
H -1.63797 -0.67365 2.83618  0.075
H -1.13433 -1.47597 1.74552  0.082
H -1.43774 1.34075 1.21956  0.132
H 0.15183 1.40321 1.85641  0.101
H -0.99656 -0.16604 -0.32148  0.093
H 1.76059 0.25768 -1.06667  0.120
H 1.70267 -0.31770 0.58614  0.123
H 0.06160 -0.53081 -2.53782  0.088
H -0.35635 -2.13607 -2.67014  0.097
O 0.12785 3.13071 -1.04418  -0.078
H 0.29256 2.16609 -1.06208  -0.008
H 0.45069 3.32921 -1.92506  0.022


Entry 3:
Density functional theory data (ωB97M-V/def2-TZVPD) for a molecular structure, C5H9N at a distorted geometry.

The gap between HOMO and LUMO (alpha / beta) is 8.70 / 8.17 eV. As for the energy above the lowest of the compared OMol25 structures with the same formula, charge and spin: 136.3 kcal/mol. The value obtained for the total energy is -250.449724 Eh. Its LUMO energy (alpha / beta) is -0.381 / -0.415 eV. As for the charge: 0.

Last column: Löwdin charge in e.
Geometry (Å):
C 1.49552 0.24565 0.79756  -0.111
C 0.24364 -0.47781 0.46090  -0.281
C 0.31482 0.37307 -0.80836  -0.456
C -0.35161 -1.74968 0.76365  -0.131
C -0.74440 1.29214 -1.15067  -0.132
N 1.56351 1.01370 -0.29080  0.108
H 2.22593 0.32213 1.53511  0.082
H -0.93197 0.58664 1.70533  0.190
H 0.52785 -0.11378 -1.85175  0.171
H 0.21402 -2.62284 0.25067  0.114
H -1.41177 -1.54521 0.51409  0.091
H -0.02597 -2.11563 1.77585  0.096
H -0.50326 2.16464 -1.82943  0.093
H -0.99870 1.78075 -0.15051  0.070
H -1.61761 0.84623 -1.72165  0.096


Entry 4:
Density functional theory data (ωB97M-V/def2-TZVPD) for 2 unconnected molecules or ions with the total composition C3H3BrO2 at a distorted geometry.

The gap between HOMO and LUMO is 11.05 eV. As for the energy above the lowest of the compared OMol25 structures with the same formula, charge and spin: 7.8 kcal/mol. The value obtained for the total energy is -2840.572924 Eh. Its LUMO energy is 0.587 eV. As for the charge: 0.

Last column: Löwdin charge in e.
Geometry (Å):
C -1.17172 0.37049 -0.42064  -0.619
C -0.45711 0.62711 0.90081  -0.350
C 3.51639 -0.97353 -0.20651  -0.014
O 3.39930 -1.98551 -0.67552  0.023
O 0.66340 1.03170 1.01635  0.054
Br -2.97280 -0.16390 -0.18006  0.652
H -1.27977 1.26783 -1.12348  0.086
H -0.72387 -0.39583 -1.08868  0.071
H -0.97380 0.22165 1.77773  0.097